Below is C34H29AsN4O4PtS as an isolated structure, with properties calculated with ωB97M-V with the def2-TZVPD basis set.

Structure (XYZ):
```
74
Properties=species:S:1:pos:R:3:forces:R:3
Pt 0.8399 -0.3239 2.2467 0.0 0.0 -0.1
C -3.3522 -1.2682 2.6057 0.0 0.0 0.0
C -1.9920 -0.6643 2.5072 0.0 0.0 0.0
N -0.9480 -1.2953 2.0930 -0.1 0.0 0.0
N -1.0323 -2.5769 1.6435 0.0 0.0 -0.1
C 0.1517 -3.0621 1.3206 0.0 -0.1 0.3
N 0.1780 -4.3328 0.8792 0.1 0.1 0.2
S 1.7045 -2.2612 1.4501 0.0 0.0 -0.1
C -1.7447 0.7444 2.8862 0.0 0.0 0.0
C -2.7709 1.6137 3.2148 0.0 0.0 0.0
C -2.4776 2.9404 3.4945 0.0 0.0 0.0
C -1.1642 3.3667 3.4402 0.0 0.0 0.0
C -0.1792 2.4469 3.1163 0.0 0.0 0.0
N -0.4577 1.1736 2.8569 0.0 0.0 0.0
H -3.3211 -2.2897 2.2389 0.0 0.0 0.0
H -4.0768 -0.6985 2.0217 0.0 0.0 0.0
H -3.6859 -1.2717 3.6457 0.0 0.0 0.0
H -0.6706 -4.8700 0.8826 0.0 0.0 0.0
H 1.0584 -4.7849 0.7159 0.0 0.0 0.0
H -3.7897 1.2562 3.2323 0.0 0.0 0.0
H -3.2723 3.6322 3.7402 0.0 0.0 0.0
H -0.8905 4.3920 3.6435 0.0 0.0 0.0
H 0.8687 2.7148 3.0673 0.0 0.0 0.0
O -0.0877 -0.4358 -1.5068 0.0 -0.1 0.1
C 1.0030 -1.1147 -1.8754 -0.1 0.0 -0.2
O 2.0800 -0.5821 -2.0127 0.1 0.0 0.1
C 0.7484 -2.5571 -2.1295 0.0 -0.1 0.0
C -0.5088 -3.1131 -1.9424 0.0 0.1 -0.1
C -0.7383 -4.4756 -2.1475 0.0 0.0 -0.1
C 0.3395 -5.2262 -2.5421 0.0 0.1 0.0
O 0.3916 -6.5708 -2.7746 0.0 -0.1 0.0
C 1.6861 -6.8109 -3.3312 0.0 0.0 0.0
O 2.4817 -5.6585 -3.0846 0.0 0.0 0.0
C 1.5977 -4.6712 -2.7286 0.0 0.0 0.0
C 1.8416 -3.3421 -2.5304 0.0 0.0 0.1
H -1.3212 -2.4734 -1.6306 0.0 0.0 0.0
H -1.7122 -4.9209 -2.0003 0.0 0.0 0.0
H 1.5906 -6.9706 -4.4098 0.0 0.0 0.0
H 2.1337 -7.6735 -2.8412 0.0 0.0 0.0
H 2.8180 -2.8946 -2.6519 0.0 0.0 0.0
C 0.8153 3.9081 -4.5900 0.0 0.0 0.0
C 1.8128 3.8171 -3.6327 0.0 0.0 0.0
C 1.6316 3.0017 -2.5215 0.0 0.0 0.0
C 0.4491 2.2894 -2.3618 0.0 -0.1 -0.1
C -0.5499 2.3842 -3.3280 0.0 0.0 0.0
C -0.3653 3.1878 -4.4408 0.0 0.0 0.0
As 0.2892 1.1999 -0.7531 0.0 0.3 0.1
C -1.6140 1.5625 -0.4731 0.0 0.0 0.1
C -2.5896 0.5715 -0.4589 0.0 0.0 0.0
C -3.9208 0.9068 -0.2355 0.0 0.0 0.0
C -4.2841 2.2235 0.0037 0.0 0.0 0.0
C -3.3091 3.2134 0.0172 0.0 0.0 0.0
C -1.9844 2.8827 -0.2232 0.0 0.0 0.0
C 2.5906 0.6665 2.4421 0.0 0.0 -0.1
C 2.9503 1.2982 3.6372 0.0 0.0 0.0
C 4.1279 2.0297 3.7545 0.0 0.0 0.0
C 4.9849 2.1483 2.6709 0.0 0.0 0.0
C 4.6554 1.5207 1.4763 0.0 0.0 0.0
C 3.4799 0.7891 1.3662 0.0 0.0 0.0
H 0.9553 4.5396 -5.4582 0.0 0.0 0.0
H 2.7339 4.3730 -3.7518 0.0 0.0 0.0
H 2.4179 2.9125 -1.7796 0.0 0.0 0.0
H -1.4735 1.8303 -3.2045 0.0 0.0 0.0
H -1.1407 3.2577 -5.1933 0.0 0.0 0.0
H -2.3140 -0.4612 -0.6384 0.0 0.0 0.0
H -4.6792 0.1330 -0.2619 0.0 0.0 0.0
H -5.3232 2.4803 0.1672 0.0 0.0 0.0
H -3.5830 4.2452 0.1989 0.0 0.0 0.0
H -1.2349 3.6683 -0.2385 0.0 0.0 0.0
H 2.3028 1.2107 4.5049 0.0 0.0 0.0
H 4.3775 2.5017 4.6978 0.0 0.0 0.0
H 5.9028 2.7164 2.7574 0.0 0.0 0.0
H 5.3209 1.5963 0.6240 0.0 0.0 0.0
H 3.2488 0.3047 0.4230 0.0 0.0 0.0
```
Positions in Å, forces in eV/Å.

## Properties
HOMO level   -7.618 eV
ΔE to the lowest compared entry with this formula, charge and spin   0.0 kcal/mol
E   -4586.3559 Eh
LUMO   -0.018 hartree
Orbital gap   0.2617 hartree



Below is C34H29B2BeBr2Cl2CsF4N2NaO15S as an isolated structure in a non-equilibrium geometry, with properties calculated with ωB97M-V with the def2-TZVPD basis set.

Structure (XYZ):
```
94
Properties=species:S:1:pos:R:3:forces:R:3
C 1.9860 -1.6078 2.7113 -0.8 0.0 -0.5
C 0.9242 -2.1814 2.0132 1.3 -1.1 0.3
N 0.1339 -1.5369 0.9710 -0.7 2.3 2.2
C -1.1263 -1.0066 1.4680 -3.9 0.0 1.0
C -2.2835 -1.9194 1.5959 -0.2 1.7 0.6
C -3.5823 -1.4293 2.0876 1.2 1.2 0.1
C -3.8076 -0.0267 2.4790 1.9 -0.8 -1.0
C -5.1581 0.5214 2.9494 0.9 0.3 1.0
Br -6.7880 0.1552 1.8832 1.3 -0.1 0.5
C -5.3594 1.2685 4.0719 -1.2 -0.1 -1.0
C -6.7705 1.8430 4.4692 1.3 0.6 0.7
Br -3.8946 1.6848 5.2812 -0.9 -0.3 -0.5
C -2.6473 0.8720 2.3679 0.0 -1.5 -0.5
C -1.3619 0.3827 1.8931 -0.4 -1.3 -0.4
S 0.0433 1.5280 1.8118 -0.1 -0.7 -0.8
C 0.9892 0.8524 0.3912 -0.3 -0.9 -0.4
C 1.7643 1.8002 -0.4278 -0.2 -1.2 -0.1
C 1.6744 3.3166 -0.0261 -0.8 -1.1 -0.8
B 2.1605 4.3604 -1.1632 0.9 0.2 0.9
O 1.5627 4.4640 -2.4658 0.1 0.3 1.4
O 3.2144 5.2511 -0.8214 -2.1 0.3 -1.5
C 2.5423 1.2381 -1.5342 -1.4 -1.9 1.7
C 2.4944 -0.2297 -1.7656 -0.9 0.8 1.2
C 1.6810 -1.1406 -0.9410 0.1 2.7 0.1
Cl 1.6150 -2.9037 -1.2845 0.2 1.5 0.2
C 0.8907 -0.5900 0.1823 2.1 0.9 -2.0
H 1.8107 -0.7551 3.4132 0.7 0.4 -2.0
H 3.0125 -2.0304 2.5510 -1.2 -0.5 1.6
H 0.6515 -3.2542 2.2472 0.8 1.0 -1.6
H -2.2209 -3.0112 1.3144 -0.2 1.3 -0.1
H -4.4310 -2.1537 2.1631 0.9 0.7 -0.3
H -7.3587 1.0496 4.9940 0.3 0.6 -0.7
H -6.6229 2.6826 5.2093 -0.1 -0.9 -0.7
H -7.2980 2.2989 3.5949 0.4 -0.8 0.7
H -2.7326 1.9510 2.6388 0.1 -1.1 -0.3
H 2.1441 3.5290 1.0118 -0.3 -0.3 -1.6
H 0.5620 3.5169 0.1086 1.0 -0.2 -0.2
H 1.2320 5.3834 -2.4897 0.4 -0.5 -0.4
H 2.8699 5.9126 -0.1847 0.9 -0.9 0.4
H 3.1804 1.8977 -2.1783 -0.7 -0.7 0.7
H 3.0936 -0.6288 -2.6145 -0.6 0.1 0.8
C 6.3670 -0.2884 -7.1621 0.0 -0.1 -0.1
C 5.4266 -1.0350 -6.5889 1.1 0.9 -0.4
C 4.4498 -0.4556 -5.6231 -0.2 0.3 0.4
O 3.5905 -1.1674 -5.1328 0.1 -1.1 -0.5
C 4.5643 0.9491 -5.2927 -0.2 -0.3 0.2
C 5.5049 1.7082 -5.8553 -0.4 0.2 0.4
C 6.4693 1.1495 -6.8457 0.1 0.0 0.0
O 7.3000 1.8693 -7.3520 0.0 0.1 0.0
O 5.6042 3.0115 -5.5330 0.4 -0.7 -1.1
O 5.3083 -2.3804 -6.8605 3.5 7.6 1.5
H 7.0808 -0.6951 -7.8665 0.0 0.1 0.0
H 3.8579 1.3459 -4.5744 0.0 0.0 0.0
H 6.3513 3.3648 -6.0645 -0.1 0.2 0.0
H 4.5524 -2.6971 -6.3226 2.2 6.9 2.8
Cs 4.1804 -4.1178 -6.9835 -6.9 -14.5 -3.5
C -4.2298 -6.8724 5.2234 0.0 0.0 0.1
C -3.2165 -7.3537 4.4054 0.0 0.1 0.1
C -2.1781 -6.5119 4.0184 0.0 0.0 0.0
C -2.1651 -5.1951 4.4636 -0.4 -0.6 0.0
C -3.1739 -4.7015 5.2693 -0.3 0.5 0.3
C -4.2099 -5.5442 5.6504 1.2 -0.5 0.3
N -1.0600 -4.3038 4.0885 0.3 0.5 -0.2
O -0.1980 -4.7453 3.3535 -0.3 -0.4 0.3
O -1.0737 -3.1735 4.5372 -0.1 -0.3 0.0
H -5.0378 -7.5301 5.5302 0.1 -0.1 -0.1
H -3.2325 -8.3832 4.0707 -0.1 0.1 -0.1
H -1.3923 -6.8958 3.3808 0.0 0.2 0.0
H -3.1689 -3.6727 5.6096 0.2 0.0 -0.1
H -5.0091 -5.1667 6.2889 0.8 -0.1 0.8
O -3.4461 -4.3002 -0.0327 0.1 0.2 0.7
H -3.3183 -4.2145 -0.9778 0.0 0.0 -0.3
C 2.7010 6.7045 -4.9357 0.0 -0.8 -0.2
C 3.3594 7.5824 -3.9187 0.4 -0.1 0.7
O 3.1933 8.8890 -4.4664 -0.5 -0.1 -0.5
C 2.1191 8.8393 -5.3035 -0.1 0.3 -0.1
O 1.6066 9.7940 -5.7973 0.1 -0.3 0.1
O 1.7078 7.5539 -5.5044 0.2 0.6 0.2
H 2.2458 5.8205 -4.4905 -0.1 0.1 -0.1
H 3.3895 6.3901 -5.7259 0.0 0.1 0.0
H 2.8635 7.5410 -2.9460 0.1 0.0 0.0
H 4.4148 7.3474 -3.7873 0.0 0.2 0.0
Na -6.1316 -5.0638 4.7989 -1.5 0.2 -1.9
C -2.0765 4.7722 4.2118 0.0 0.1 0.1
O -1.9371 5.6131 5.0964 0.0 -0.1 0.0
O -1.2232 3.9028 3.8992 0.2 -0.1 0.0
O -3.0934 4.6482 3.4847 -0.2 0.0 -0.2
Be 6.3991 4.5306 -4.0579 0.2 0.5 0.6
Cl 3.4423 4.6714 2.0803 0.3 0.4 0.8
B -5.2531 -8.5782 1.3043 0.1 -0.2 -0.8
F -5.5576 -7.6366 2.3409 0.0 0.0 0.3
F -3.8458 -8.7776 1.2576 -0.5 0.0 0.3
F -5.8994 -9.8130 1.5960 0.2 0.5 0.1
F -5.7117 -8.0830 0.0646 0.1 -0.3 0.7
```
Positions in Å, forces in eV/Å.

## Properties
HOMO level   -3.493 eV
E   -9663.5705 Eh
LUMO   -0.083 hartree
Orbital gap   0.0450 hartree
Net charge   -1



Below is C34H29BrEuN10O4S7 as an isolated structure in a non-equilibrium geometry, with properties calculated with ωB97M-V with the def2-TZVPD basis set.

Structure (XYZ):
```
86
Properties=species:S:1:pos:R:3:forces:R:3
Eu -0.4410 -0.1347 -0.0361 0.9 -1.1 0.5
Br 5.7054 5.7771 -3.2068 -0.2 -0.1 -0.2
C 4.1206 5.3150 -4.1714 0.0 -0.1 0.1
C 3.2424 6.3141 -4.5659 -0.1 0.0 0.0
C 2.0840 5.9780 -5.2441 -0.1 -0.1 -0.1
C 1.7580 4.6338 -5.5325 1.2 -0.7 -0.6
C 2.6806 3.6405 -5.1071 -0.4 0.2 0.0
C 3.8473 3.9805 -4.4478 0.0 0.0 0.2
N 0.6854 4.3875 -6.3572 -1.9 0.6 0.7
N -0.0012 3.2504 -6.3455 1.8 -0.6 1.5
C -0.0867 2.3978 -5.2557 -0.1 1.0 -1.1
C -0.1572 1.0281 -5.5233 0.2 -1.2 0.4
C -0.1098 0.0599 -4.5154 -0.1 0.0 -1.4
C -0.0821 0.4025 -3.1729 0.3 -2.0 2.2
O 0.0302 -0.4751 -2.1766 -0.2 1.8 -2.9
C -0.2114 1.7809 -2.8589 -0.2 1.6 0.5
N -0.4094 2.0681 -1.5328 0.4 -0.1 -0.8
C -0.5791 3.3236 -1.1783 0.0 -0.1 0.1
C -0.5763 4.3765 -2.0965 0.0 0.0 -0.3
C -0.3983 4.1059 -3.4343 0.0 0.1 0.2
C -0.1904 2.7863 -3.8685 -0.4 -0.1 0.8
H 3.4666 7.3510 -4.3438 0.0 -0.1 0.0
H 1.3924 6.7519 -5.5586 0.1 -0.1 -0.1
H 2.4733 2.6000 -5.3196 0.0 0.0 -0.1
H 4.5457 3.2090 -4.1450 -0.1 0.0 0.0
H -0.1554 0.7320 -6.5659 0.0 0.0 0.1
H -0.0800 -0.9960 -4.7664 0.0 0.1 0.0
H -0.7554 3.5082 -0.1242 0.0 -0.1 0.0
H -0.7298 5.3900 -1.7474 0.0 -0.1 0.0
H -0.4460 4.9042 -4.1608 0.0 0.0 -0.1
N 1.9710 0.9521 0.4337 -0.4 0.3 0.2
N 1.7334 2.1714 1.1025 -0.1 0.2 0.0
C 0.5172 2.3466 1.7960 0.3 0.0 0.0
O 0.4753 3.2348 2.6415 -0.2 0.0 -0.1
O -0.4420 1.5861 1.4137 0.1 0.6 0.1
H 2.5151 0.3231 1.0113 0.0 -0.4 0.0
H 2.4849 1.1405 -0.4167 0.0 -0.1 -0.1
H 2.5153 2.5939 1.5740 0.1 0.0 0.1
S -2.1978 -2.3044 -0.6244 -0.4 0.2 -0.1
C -1.1801 -3.5512 -0.1845 0.4 -0.8 0.1
N -0.5035 -4.4553 0.0901 -0.5 0.2 -0.1
N -3.0439 1.2262 2.5567 0.0 0.0 0.0
C -3.3898 0.4111 1.5489 -0.5 0.1 0.2
S -3.2621 0.9344 -0.0683 0.0 0.0 -0.1
N -3.9248 -0.7961 1.8069 -0.1 0.2 0.1
C -4.0469 -1.4640 3.0455 0.0 0.0 0.1
C -4.4177 -0.8145 4.2224 -0.1 0.0 -0.1
C -4.5107 -1.5357 5.4062 0.0 0.0 0.0
C -4.2606 -2.9000 5.4246 0.0 0.0 0.0
C -3.9422 -3.5510 4.2397 0.0 0.0 0.0
C -3.8364 -2.8403 3.0563 0.1 0.0 0.0
H -2.3969 1.9506 2.2656 0.1 0.0 0.0
H -2.7806 0.7834 3.4281 0.1 -0.1 0.0
H -3.9588 -1.3879 0.9872 0.1 -0.1 -0.1
H -4.6685 0.2376 4.2107 0.0 0.0 0.0
H -4.7875 -1.0204 6.3186 0.0 0.0 0.0
H -4.3152 -3.4538 6.3537 0.0 0.0 0.0
H -3.7485 -4.6164 4.2408 0.0 0.0 0.0
H -3.5549 -3.3368 2.1334 0.1 0.0 0.0
C -0.9467 0.5894 5.6610 0.2 -0.2 0.1
S 0.4105 -0.5677 6.0330 0.0 0.5 -0.1
C -0.0428 -2.0422 5.2411 -0.7 -0.5 -3.2
C -0.3427 -2.2562 3.8398 0.7 0.5 3.4
S -0.5768 -0.9795 2.7525 -0.1 0.6 -0.1
S -0.4700 -3.9272 3.3961 0.2 -0.3 0.7
C -0.1905 -4.6208 4.9666 0.0 0.3 0.2
S -0.1904 -6.2542 5.2664 0.0 0.0 0.0
S 0.0650 -3.4447 6.2374 -0.2 -0.8 -0.9
H -0.9039 1.3583 6.4322 -0.1 0.0 0.0
H -1.8942 0.0541 5.7117 0.0 0.0 0.0
H -0.7970 1.0326 4.6802 0.0 0.0 0.0
N 2.6108 -5.6692 -2.7505 0.3 -0.5 -0.3
C 2.8471 -4.3306 -2.6056 -0.8 0.6 1.7
O 3.3105 -3.6467 -3.4963 0.2 0.2 -1.1
C 2.5128 -3.7897 -1.2534 -0.3 1.3 -2.2
C 2.8561 -4.4641 -0.0917 0.8 -1.9 1.3
C 2.5656 -3.8820 1.1260 -0.4 0.7 0.1
C 1.9255 -2.6593 1.1326 1.0 -1.1 2.3
N 1.5605 -2.0096 0.0225 -1.7 2.2 -1.6
C 1.8653 -2.5671 -1.1513 0.7 -0.9 -0.5
H 2.7394 -6.0646 -3.6650 0.0 0.0 0.0
H 2.0351 -6.1597 -2.0894 -0.1 0.1 0.1
H 3.3530 -5.4267 -0.1397 0.0 0.0 0.0
H 2.8005 -4.3754 2.0590 0.0 0.0 0.1
H 1.6903 -2.1727 2.0688 0.0 0.0 0.1
H 1.5417 -2.0354 -2.0387 0.2 -0.1 0.0
```
Positions in Å, forces in eV/Å.

## Properties
HOMO level (spin up / spin down)   1.158 / -2.431 eV
Multiplicity   8
ΔE to the lowest compared entry with this formula, charge and spin   95.9 kcal/mol
E   -8233.3362 Eh
LUMO (spin up / spin down)   0.125 / 0.054 hartree
Orbital gap (spin up / spin down)   0.0822 / 0.1429 hartree
⟨S²⟩   15.82
Net charge   -2



Which formula does entry 3 have? C34H29BrEuN10O4S7



What is the E in the second record? -9663.5705 Eh



Which value of E does entry 1 give? -4586.3559 Eh